# 1
{
  "formula": "C13H23BN9Pt",
  "method": "ωB97M-V/def2-TZVPD",
  "total_charge": 3,
  "homo_energy_ev": [-18.63, -18.62],
  "e_tot_ha": -1145.05380,
  "orbital_gap_ev": [4.995, 4.896],
  "elements": ["Pt", "C", "C", "N", "N", "C", "B", "N", "C", "C", "C", "N", "N", "C", "C", "C", "N", "H", "H", "H", "H", "H", "H", "H", "H", "H", "H", "N", "C", "C", "N", "C", "C", "N", "H", "H", "H", "H", "H", "H", "H", "H", "H", "H", "H", "H", "H"],
  "coordinates": [[-0.260, 0.006, -0.416], [-2.046, -3.137, 2.223], [-1.810, -2.634, 0.946], [-1.123, -1.496, 1.036], [-0.912, -1.239, 2.348], [-1.448, -2.203, 3.084], [-0.183, 0.007, 2.874], [-0.910, 1.253, 2.346], [-1.450, 2.217, 3.080], [-2.043, 3.152, 2.216], [-1.802, 2.649, 0.940], [-1.117, 1.511, 1.034], [1.245, 0.006, 2.312], [2.358, 0.007, 3.036], [3.453, 0.005, 2.162], [2.883, 0.003, 0.890], [1.555, 0.003, 0.996], [-2.561, -4.040, 2.483], [-2.134, -3.060, 0.016], [-1.393, -2.199, 4.156], [-0.164, 0.008, 4.044], [-1.399, 2.213, 4.152], [-2.559, 4.055, 2.475], [-2.120, 3.074, 0.009], [2.338, 0.009, 4.110], [4.496, 0.005, 2.411], [3.416, -0.001, -0.041], [-0.902, 1.683, -2.022], [-0.097, 1.632, -3.249], [1.336, 1.257, -2.895], [1.443, 0.008, -2.125], [1.370, -1.285, -2.821], [-0.047, -1.679, -3.218], [-0.906, -1.666, -2.026], [-1.895, 1.675, -2.255], [-0.703, 2.562, -1.543], [-0.082, 2.606, -3.754], [-0.538, 0.931, -3.953], [1.753, 2.050, -2.265], [1.936, 1.202, -3.812], [2.357, 0.034, -1.678], [1.758, -2.036, -2.125], [2.013, -1.284, -3.710], [-0.008, -2.679, -3.669], [-0.448, -1.016, -3.981], [-0.763, -2.541, -1.522], [-1.887, -1.627, -2.302]],
  "nbo_charge": [1.4124, -0.2746, -0.0174, -0.2604, -0.3187, 0.0801, 0.5101, -0.3092, 0.0782, -0.2747, -0.0160, -0.2667, -0.3116, 0.0749, -0.2767, -0.0156, -0.2648, 0.2891, 0.2291, 0.2730, 0.0290, 0.2731, 0.2892, 0.2292, 0.2732, 0.2890, 0.2199, -0.7683, -0.2597, -0.2642, -0.5213, -0.2625, -0.2611, -0.7704, 0.4373, 0.4230, 0.2740, 0.2241, 0.2404, 0.2693, 0.4286, 0.2392, 0.2690, 0.2739, 0.2260, 0.4227, 0.4372]
}


# 2
{
  "formula": "C13H23Cl3NO4P2Ti",
  "method": "ωB97M-V/def2-TZVPD",
  "total_charge": 1,
  "homo_energy_ev": [-11.92, -12.42],
  "e_tot_ha": -3777.44763,
  "s2": 2.005,
  "de_lowest_kj_mol": 0.0,
  "spin_multiplicity": 3,
  "orbital_gap_ev": [8.812, 5.879],
  "elements": ["Ti", "P", "C", "C", "N", "C", "C", "C", "C", "C", "P", "H", "H", "H", "H", "H", "H", "H", "H", "O", "H", "H", "O", "H", "C", "H", "H", "H", "C", "H", "H", "H", "C", "H", "H", "H", "C", "H", "H", "H", "Cl", "C", "Cl", "Cl", "C", "O", "O"],
  "coordinates": [[-0.019, -0.603, 0.812], [-2.421, 0.102, 0.420], [-2.287, 0.844, -1.256], [-0.873, 1.105, -1.721], [0.198, 0.720, -0.993], [1.433, 1.115, -1.381], [1.627, 1.877, -2.530], [0.540, 2.200, -3.333], [-0.724, 1.817, -2.908], [2.626, 0.791, -0.510], [2.483, -0.786, 0.431], [-1.625, 2.076, -3.458], [2.639, 2.201, -2.765], [0.671, 2.756, -4.260], [3.536, 0.720, -1.122], [2.773, 1.597, 0.229], [-2.796, 0.173, -1.943], [-2.837, 1.802, -1.236], [-0.993, -3.331, -4.990], [-1.347, -3.982, -4.372], [-1.429, -3.506, -3.529], [-0.211, -1.625, 2.139], [-0.190, -2.171, -0.170], [-0.130, -3.073, 0.190], [3.188, -1.975, -0.737], [4.142, -1.602, -1.131], [3.343, -2.927, -0.213], [2.483, -2.138, -1.562], [3.730, -0.560, 1.718], [3.667, -1.417, 2.400], [4.732, -0.496, 1.273], [3.502, 0.353, 2.282], [-3.203, 1.428, 1.387], [-4.211, 1.637, 0.999], [-3.253, 1.095, 2.432], [-2.570, 2.326, 1.340], [-3.704, -1.156, 0.166], [-4.026, -1.518, 1.152], [-4.557, -0.734, -0.385], [-3.262, -1.988, -0.399], [-0.179, 1.700, 5.874], [-0.148, 0.684, 4.448], [1.215, -0.474, 4.532], [-1.696, -0.219, 4.278], [0.017, 1.556, 3.142], [-0.133, 2.761, 3.199], [0.277, 0.849, 2.061]],
  "nbo_charge": [1.0312, 0.9106, -0.7534, 0.2678, -0.5154, 0.2619, -0.2365, -0.1090, -0.2381, -0.7499, 0.9345, 0.2371, 0.2386, 0.2432, 0.2500, 0.2746, 0.2642, 0.2661, 0.4686, -0.9299, 0.4624, 0.1702, -0.9815, 0.5009, -0.9358, 0.2432, 0.2566, 0.2607, -0.9371, 0.2539, 0.2469, 0.2612, -0.9376, 0.2471, 0.2606, 0.2648, -0.9298, 0.2549, 0.2456, 0.2574, 0.1109, -0.2032, 0.0414, 0.0352, 0.7525, -0.5344, -0.7834]
}


# 3
{
  "formula": "C13H23ClNO4PV",
  "method": "ωB97M-V/def2-TZVPD",
  "homo_energy_ev": [-5.03, -5.58],
  "e_tot_ha": -2609.83144,
  "s2": 3.830,
  "spin_multiplicity": 4,
  "orbital_gap_ev": [5.408, 5.533],
  "elements": ["C", "C", "C", "C", "C", "C", "C", "C", "N", "V", "C", "P", "H", "H", "H", "H", "H", "H", "H", "H", "C", "C", "H", "C", "C", "H", "H", "H", "H", "H", "H", "H", "H", "H", "H", "H", "H", "H", "H", "O", "Cl", "O", "O", "O"],
  "coordinates": [[0.347, 3.580, -3.504], [-0.915, 3.013, -3.278], [-1.020, 1.714, -2.725], [0.151, 0.954, -2.629], [1.403, 1.591, -2.632], [1.519, 2.909, -3.118], [-2.335, 1.190, -2.169], [-2.656, -0.229, -1.708], [-2.029, -1.271, -2.648], [-0.665, -0.444, -1.329], [2.486, 0.876, -1.858], [1.928, -0.766, -1.415], [-1.810, 3.600, -3.527], [2.503, 3.420, -3.176], [0.433, 4.570, -3.965], [2.726, 1.374, -0.908], [3.432, 0.762, -2.391], [-2.702, 1.858, -1.392], [-3.089, 1.345, -2.939], [-2.320, -0.551, -0.603], [2.771, -1.288, 0.105], [2.534, -1.807, -2.761], [-3.727, -0.270, -1.585], [-1.520, -0.965, -4.032], [-3.041, -2.381, -2.815], [-0.022, -1.093, 3.481], [-2.018, -1.519, -4.872], [-1.480, 0.098, -4.335], [-0.461, -1.292, -4.064], [-3.468, -2.651, -3.829], [-2.556, -3.298, -2.416], [-3.883, -2.186, -2.123], [3.615, -1.656, -2.788], [2.283, -2.859, -2.578], [2.073, -1.476, -3.697], [3.846, -1.149, -0.061], [2.436, -0.666, 0.950], [2.555, -2.345, 0.324], [0.415, -1.646, -1.476], [-0.789, 0.979, 4.846], [0.442, 0.245, 5.049], [1.577, 1.053, 5.231], [0.291, -0.848, 5.953], [0.736, -0.474, 3.558]],
  "nbo_charge": [-0.2278, -0.2232, -0.0833, -0.3875, 0.0474, -0.2489, -0.4868, -0.2414, -0.4773, 0.2436, -0.7972, 1.1592, 0.2016, 0.2085, 0.2103, 0.2454, 0.2160, 0.2431, 0.2374, 0.1278, -0.9575, -0.9598, 0.2324, -0.4251, -0.4102, 0.4963, 0.1950, 0.2336, 0.2200, 0.2124, 0.2139, 0.1922, 0.2268, 0.2472, 0.2506, 0.2216, 0.2549, 0.2476, -0.1597, -0.7403, 2.4507, -0.7189, -0.7407, -0.7499]
}


# 4
{
  "formula": "C13H23MnO4P",
  "method": "ωB97M-V/def2-TZVPD",
  "total_charge": 4,
  "homo_energy_ev": [-25.29, -25.00],
  "e_tot_ha": -2300.32562,
  "s2": 3.800,
  "spin_multiplicity": 4,
  "orbital_gap_ev": [6.528, 3.953],
  "elements": ["Mn", "C", "O", "C", "O", "C", "O", "C", "P", "H", "H", "C", "H", "C", "H", "H", "H", "C", "H", "C", "H", "H", "C", "H", "H", "H", "C", "H", "H", "H", "C", "H", "H", "H", "C", "H", "H", "H", "H", "H", "O", "C"],
  "coordinates": [[1.643, -0.551, 1.222], [2.425, -1.344, -0.254], [2.935, -1.796, -1.181], [1.320, -2.126, 2.122], [1.051, -3.081, 2.744], [1.093, 0.456, 2.676], [0.788, 1.064, 3.614], [-0.708, -1.540, -1.150], [-0.218, -0.183, 0.025], [-0.773, 1.765, -1.227], [0.146, -1.562, -1.866], [-1.843, 0.344, 0.772], [-2.532, 0.356, -0.107], [-1.994, -1.218, -1.928], [-1.979, -0.219, -2.385], [-2.882, -1.336, -1.295], [-2.083, -1.957, -2.741], [-0.799, -2.923, -0.481], [-1.655, -2.988, 0.187], [1.149, 2.269, -0.336], [0.109, -3.171, 0.075], [-0.922, -3.666, -1.276], [0.798, 0.868, -2.428], [2.057, 1.757, 0.022], [1.402, 3.094, -1.021], [0.685, 2.705, 0.563], [0.216, 1.288, -1.057], [1.161, 1.785, -2.907], [0.037, 0.405, -3.063], [1.639, 0.179, -2.270], [-1.810, 1.751, 1.371], [-1.083, 1.818, 2.185], [-2.801, 1.960, 1.788], [-1.592, 2.517, 0.615], [-2.361, -0.692, 1.789], [-1.643, -0.828, 2.612], [-2.582, -1.668, 1.324], [-3.292, -0.303, 2.225], [3.305, 3.552, -1.665], [3.879, 3.409, -1.185], [4.387, 0.058, 2.110], [3.325, -0.246, 1.783]],
  "lowdin_spin": [1.4823, -0.0139, 0.0142, -0.0168, 0.0573, -0.0195, 0.0237, 0.1939, 0.2196, 0.0077, 0.0376, 0.1632, 0.0123, 0.0732, 0.0109, 0.0097, 0.0395, 0.1014, 0.0112, 0.0670, 0.0000, 0.0464, 0.0367, 0.0009, 0.0273, 0.0010, 0.1144, 0.0181, 0.0034, 0.0048, 0.0695, 0.0062, 0.0251, 0.0033, 0.0446, 0.0034, 0.0046, 0.0203, 0.0167, 0.0183, 0.0698, -0.0094]
}